72
Properties=species:S:1:pos:R:3:forces:R:3 method="wB97M-V/def2-TZVPD" homo_lumo_gap_ev=9.2 total_charge=0 molar_mass_g_mol=384.50 smiles=CO.CO.CO.CO.CO.CO.CO.CO.CO.CO.CO.CO energy_ha=-1388.652946
C 0.287339 1.151112 3.945934 0.900 0.237 0.385
O -0.939071 0.510829 3.709207 -0.578 -0.125 -0.078
H 0.718656 1.458109 2.994077 -0.102 -0.164 -0.056
H 0.205384 2.047193 4.566070 -0.274 0.077 -0.013
H 0.978791 0.475959 4.454457 0.109 -0.066 -0.146
H -1.354299 0.310003 4.552519 0.012 -0.103 0.015
C 0.934200 -2.946150 -4.110318 0.600 0.335 0.243
O 0.058113 -2.063758 -4.824989 0.510 -0.839 0.265
H 0.943710 -2.712254 -3.046215 -0.560 0.150 -0.048
H 0.701582 -4.004940 -4.228936 -0.309 0.038 -0.109
H 1.975537 -2.797620 -4.406882 0.013 0.015 -0.315
H 0.115187 -2.340929 -5.743970 -0.161 0.203 -0.101
C 3.233437 -0.809600 1.924701 0.501 0.519 0.017
O 3.348368 -0.765170 3.340555 -0.249 -0.474 0.426
H 2.690349 0.059545 1.552902 -0.206 -0.203 -0.175
H 4.226531 -0.811227 1.470075 0.018 -0.079 -0.122
H 2.727930 -1.737616 1.665493 -0.125 0.143 -0.031
H 3.768121 0.035818 3.660033 0.035 0.077 -0.258
C 0.206626 4.108726 1.560542 -0.443 -0.005 0.175
O -0.034315 5.451240 1.183428 0.232 0.184 0.049
H 0.862157 3.600590 0.850480 0.028 -0.116 0.021
H 0.621641 4.062982 2.570003 0.130 -0.138 0.019
H -0.768843 3.622472 1.584583 0.115 -0.205 -0.098
H 0.759071 5.939268 1.419375 -0.081 0.228 -0.166
C -0.229476 -0.189801 0.349930 0.655 -0.145 0.772
O 0.928282 -0.491984 -0.424126 -0.504 0.122 -0.552
H -1.190810 -0.015327 -0.135223 0.324 0.079 -0.692
H -0.408329 -0.985827 1.077047 0.039 0.030 0.199
H 0.080941 0.711813 0.878935 -0.450 0.080 0.174
H 0.839377 -1.378604 -0.791289 -0.106 -0.127 0.160
C -1.049693 0.869151 -3.365126 0.846 0.553 0.233
O -1.618066 0.147627 -4.434293 -0.160 0.240 0.114
H -1.386963 0.595040 -2.364711 -0.272 -0.328 -0.135
H 0.043044 0.814645 -3.358917 0.125 -0.340 -0.047
H -1.216588 1.944128 -3.455847 -0.492 -0.050 -0.317
H -1.054133 -0.618577 -4.597134 -0.080 -0.017 0.124
C 3.642478 -0.469784 -2.174260 -1.312 -0.150 -0.380
O 4.364267 0.623934 -2.732188 0.402 -0.949 0.603
H 3.840416 -1.456409 -2.604424 0.526 0.123 -0.424
H 3.697335 -0.621804 -1.094353 0.287 0.568 0.141
H 2.597547 -0.271558 -2.413323 -0.028 0.034 0.219
H 5.286869 0.406561 -2.565092 0.150 0.381 -0.190
C -2.237121 3.231467 -1.090205 0.114 0.635 0.595
O -2.778115 1.966352 -0.798332 -0.085 -0.202 -0.725
H -2.609064 3.959197 -0.364842 0.071 0.181 0.001
H -1.145281 3.259772 -1.049519 0.112 -0.212 0.069
H -2.511297 3.609465 -2.074597 -0.302 -0.470 -0.078
H -2.773873 1.798334 0.155442 0.096 0.186 0.217
C 2.240369 -4.034123 -0.774296 -0.671 -0.260 -0.153
O 1.010796 -3.374326 -0.389218 0.872 -0.106 -0.266
H 2.911467 -3.352467 -1.294330 -0.209 0.352 0.251
H 2.751121 -4.469603 0.084394 0.008 0.087 0.071
H 2.010231 -4.825680 -1.489736 0.073 -0.133 0.029
H 0.367960 -4.061981 -0.197317 -0.069 0.049 0.032
C 0.495844 -2.907195 3.501438 0.051 0.461 -0.137
O 1.571049 -2.753836 4.414985 -0.240 -0.450 -0.037
H -0.465791 -2.748886 3.992800 0.032 0.247 0.064
H 0.660460 -2.160365 2.723474 -0.624 -0.081 -0.252
H 0.417628 -3.888643 3.027445 0.453 -0.181 0.107
H 2.156812 -2.107848 4.004580 0.330 0.053 0.383
C -3.269541 2.502897 2.864362 0.502 0.598 0.409
O -2.706145 1.598850 1.925173 -0.471 0.146 0.496
H -2.472153 2.912138 3.492319 0.142 0.248 -0.111
H -3.739621 3.340542 2.352086 -0.109 -0.181 -0.103
H -3.956152 2.073983 3.597659 -0.340 -0.402 -0.445
H -2.094338 1.077243 2.467860 0.257 -0.293 -0.294
C -4.680594 -0.539361 -2.871139 -0.428 -0.214 0.450
O -4.407081 -0.145106 -1.541316 -0.075 -0.127 0.188
H -4.760036 0.299387 -3.563457 0.261 0.008 -0.070
H -3.972950 -1.292402 -3.221877 0.206 0.213 -0.215
H -5.660050 -1.020747 -2.834288 -0.053 -0.016 -0.120
H -3.787234 0.595134 -1.488277 0.028 0.077 -0.259

=====

16
Properties=species:S:1:pos:R:3:forces:R:3 method="wB97M-V/def2-TZVPD" homo_lumo_gap_ev=8.6 total_charge=0 molar_mass_g_mol=128.20 smiles="N[C@H]1[C@@H]2CC(=S)N[C@H]12" energy_ha=-702.878123
C 1.737074 0.004795 0.692511 -1.072 -2.062 0.121
C 1.108496 0.830768 -0.410539 -0.540 5.979 0.091
C -0.436691 1.269114 -0.318693 0.530 3.849 -0.312
C -1.198135 -0.003599 -0.254027 -0.992 -1.650 0.780
C 1.086483 -0.493027 -0.633532 -1.917 -6.118 0.358
H 3.727261 0.253544 1.412600 -1.680 -1.655 -3.335
H 3.607906 -1.219878 0.165095 -1.999 4.032 1.771
H 1.205813 -0.284598 1.665733 0.874 0.723 -1.506
H 1.951936 1.250015 -0.981299 -1.043 1.218 0.303
H -0.720302 2.001043 0.532046 0.751 -1.681 -0.818
H -0.823251 2.014967 -1.167323 1.067 -2.062 1.085
H -0.362064 -1.990176 -0.222108 -0.747 2.642 -1.726
H 1.834934 -1.028065 -1.151049 0.194 -0.479 -1.253
N 3.174542 -0.132731 0.478906 3.019 -1.594 2.541
N -0.334942 -1.018583 -0.756510 0.966 -1.126 3.327
S -2.755174 -0.161623 0.452201 2.590 -0.017 -1.426

=====

15
Properties=species:S:1:pos:R:3:forces:R:3 method="wB97M-V/def2-TZVPD" homo_lumo_gap_ev=10.2 total_charge=0 molar_mass_g_mol=87.12 smiles="C=NC(=C)C.O" energy_ha=-287.738148
C 0.739074 1.306211 0.760223 -0.820 -0.701 0.757
C 0.593302 0.046723 -0.079871 0.042 1.458 1.353
C 1.557193 -0.857174 -0.144844 -0.357 -1.204 -0.767
C -0.829038 0.435100 -1.786447 -0.277 0.532 0.257
N -0.710938 -0.156725 -0.672422 1.462 -0.778 -1.016
H -0.198150 1.447107 1.312802 -0.110 0.220 -0.339
H 1.428864 1.126415 1.579504 0.566 0.151 -0.290
H 0.967474 2.222032 0.223728 0.078 -0.027 -0.170
H 1.387945 -1.788833 -0.683831 -0.128 0.179 -0.042
H 2.537568 -0.825704 0.309895 -0.187 0.623 0.225
H -1.560446 0.124830 -2.529199 -0.485 0.256 0.380
H -0.240314 1.335292 -2.005909 0.419 -0.504 -0.445
H -1.729643 -0.750768 0.962612 0.135 -0.104 -0.486
H -1.779800 -2.251996 1.252143 0.182 -0.087 -0.188
O -2.163091 -1.412509 1.501617 -0.520 -0.012 0.772

=====

10
Properties=species:S:1:pos:R:3:forces:R:3 method="wB97M-V/def2-TZVPD" homo_lumo_gap_ev=11.7 total_charge=0 molar_mass_g_mol=84.08 smiles="[H]/N=C/OCC#N" energy_ha=-301.430314
N -1.393006 -0.736999 0.492739 0.212 0.113 -0.350
C -0.842883 -0.740134 -0.640079 -0.259 -0.121 0.124
O 0.486525 -0.557808 -0.834782 -0.340 0.099 -0.039
C 1.200777 0.093348 0.198851 0.228 0.194 0.179
C 0.639887 1.429227 0.474703 -0.620 1.073 0.113
N 0.191216 2.486024 0.616801 0.573 -1.136 -0.086
H -2.398201 -0.871712 0.389246 0.191 0.011 0.096
H -1.335667 -0.866521 -1.604113 0.071 -0.149 0.034
H 2.193304 0.248126 -0.224604 0.050 -0.147 0.232
H 1.258048 -0.483553 1.131237 -0.106 0.061 -0.303

=====

Result set for maximum force: 1.37, 6.42, 1.99, 1.27 eV/A, one per record in the order listed.
Result set for E_LUMO: 0.27, 0.11, 0.73, 0.78 eV, one per record in the order listed.